C36H30Cl2NORhSb2 | ωB97M-V/def2-TZVPD

```
! wB97M-V def2-TZVPD RIJCOSX def2/J DEFGRID3
* xyz 2 5
Rh 1.158 0.382 -1.100
Cl 3.764 -1.740 -4.542
C 3.323 -0.112 -4.556
C 3.905 0.775 -5.436
C 3.502 2.100 -5.458
Cl 4.209 3.141 -6.584
C 2.513 2.616 -4.537
C 2.079 3.950 -4.516
C 1.169 4.335 -3.568
C 0.721 3.399 -2.631
N 1.103 2.130 -2.636
C 1.969 1.742 -3.603
C 2.299 0.316 -3.645
O 1.676 -0.492 -2.907
H 4.667 0.430 -6.123
H 2.461 4.657 -5.242
H 0.802 5.352 -3.523
H 0.039 3.702 -1.848
C -2.608 1.628 0.364
C -1.680 2.712 -0.170
C -0.629 3.156 0.866
Sb 1.139 1.931 0.942
C 1.210 1.158 2.887
C 2.052 0.087 3.181
C 2.070 -0.430 4.470
C 1.264 0.126 5.457
C 0.444 1.208 5.167
C 0.420 1.737 3.882
C 2.042 -0.988 0.006
C 3.439 -0.954 -0.175
C 4.196 -2.076 0.101
C 3.572 -3.221 0.603
C 2.197 -3.238 0.835
C 1.432 -2.112 0.572
Sb -1.545 -0.202 0.710
C -2.642 -0.999 2.330
C -2.054 -1.942 3.172
C -2.814 -2.542 4.167
C -4.151 -2.199 4.321
C -4.732 -1.249 3.492
C -3.980 -0.640 2.493
C -2.314 -1.386 -0.882
C -3.668 -1.732 -0.893
C -4.187 -2.481 -1.941
C -3.363 -2.895 -2.981
C -2.016 -2.567 -2.973
C -1.492 -1.817 -1.925
H -3.397 1.392 -0.347
H -3.065 1.939 1.303
H -2.264 3.590 -0.459
H -1.213 2.342 -1.085
H -1.050 3.139 1.870
H -0.275 4.171 0.690
H 2.691 -0.347 2.425
H 2.721 -1.263 4.705
H 1.286 -0.278 6.461
H -0.173 1.648 5.941
H -0.214 2.590 3.676
H 3.931 -0.059 -0.534
H 5.267 -2.062 -0.057
H 4.165 -4.098 0.832
H 1.723 -4.127 1.233
H 0.372 -2.138 0.776
H -1.008 -2.207 3.065
H -2.363 -3.276 4.823
H -4.743 -2.672 5.095
H -5.772 -0.977 3.621
H -4.445 0.107 1.863
H -4.325 -1.436 -0.083
H -5.237 -2.747 -1.942
H -3.773 -3.483 -3.793
H -1.369 -2.902 -3.775
H -0.431 -1.602 -1.926
*
```

Properties
Energy relative to the best compared isomer or geometry (same formula, charge and spin): 34.8 kcal/mol
<S²>: 6.07
Gap between HOMO and LUMO (spin up / spin down): 6.324 / 5.373 eV
HOMO level (spin up / spin down): -12.6 / -13.6 eV
Lowest unoccupied orbital energy (spin up / spin down): -6.31 / -8.23 eV

Mulliken atomic charge list, values in e, 6 entries:
1 Rh 0.208
2 Cl -0.098
3 C 0.334
4 C -0.677
5 C 0.808
6 Cl -0.140



C36H30F6IrN8O4P2S3Se2 | ωB97M-V/def2-TZVPD

```
! wB97M-V def2-TZVPD RIJCOSX def2/J DEFGRID3
* xyz 2 2
Ir -2.416 -0.363 0.039
C -2.019 -4.573 -1.550
C -2.143 -3.114 -1.278
N -2.129 -2.574 -0.129
N -2.105 -3.306 1.018
C -2.065 -2.630 2.165
N -2.138 -3.285 3.307
S -1.826 -0.923 2.203
C -2.312 -2.127 -2.366
C -2.561 -2.509 -3.663
C -2.852 -1.542 -4.621
C -2.864 -0.215 -4.250
C -2.585 0.114 -2.933
N -2.306 -0.815 -2.010
H -1.497 -5.089 -0.745
H -1.442 -4.744 -2.457
H -3.007 -5.022 -1.682
H -2.291 -4.299 0.995
H -2.380 -4.264 3.355
H -2.172 -2.766 4.172
H -2.558 -3.556 -3.932
H -3.079 -1.835 -5.637
H -3.091 0.571 -4.956
H -2.573 1.141 -2.601
F -6.880 2.464 -0.617
C -6.021 2.451 0.378
F -5.103 3.392 0.204
F -6.624 2.605 1.534
S -5.122 0.838 0.367
O -4.098 0.879 1.428
O -4.465 0.740 -0.949
N -6.279 -0.164 0.594
S -5.900 -1.689 0.811
O -6.811 -2.586 0.200
O -4.462 -1.891 0.565
C -6.059 -1.930 2.642
F -5.639 -0.851 3.287
F -5.270 -2.960 2.981
F -7.302 -2.201 2.960
Se 3.983 2.190 -1.063
P 3.574 0.284 -0.335
C 4.237 -0.996 -1.419
C 3.692 -1.145 -2.694
C 4.227 -2.071 -3.569
C 5.317 -2.846 -3.182
C 5.865 -2.692 -1.920
C 5.328 -1.764 -1.034
C 4.167 -0.048 1.336
C 5.006 0.874 1.950
C 5.538 0.595 3.203
C 5.236 -0.601 3.834
C 4.399 -1.527 3.219
C 3.864 -1.256 1.971
C 1.784 -0.149 -0.257
C 0.591 0.524 -0.108
N -0.394 -0.435 -0.154
N 0.195 -1.626 -0.300
N 1.475 -1.467 -0.369
P 0.108 2.201 0.146
Se -2.047 2.040 -0.025
C 0.748 3.247 -1.128
C 1.241 4.508 -0.811
C 1.742 5.310 -1.825
C 1.738 4.855 -3.134
C 1.224 3.599 -3.450
C 0.724 2.793 -2.449
C 0.632 2.765 1.752
C -0.305 3.191 2.695
C 0.127 3.620 3.940
C 1.481 3.616 4.243
C 2.413 3.193 3.301
C 1.997 2.767 2.052
H 2.854 -0.528 -2.999
H 3.807 -2.184 -4.560
H 5.742 -3.562 -3.872
H 6.717 -3.289 -1.621
H 5.764 -1.647 -0.050
H 5.247 1.798 1.436
H 6.198 1.309 3.678
H 5.657 -0.819 4.807
H 4.176 -2.465 3.711
H 3.227 -1.982 1.481
H 1.254 4.854 0.214
H 2.138 6.289 -1.591
H 2.141 5.481 -3.920
H 1.225 3.256 -4.476
H 0.334 1.808 -2.684
H -1.362 3.189 2.461
H -0.594 3.960 4.673
H 1.814 3.946 5.218
H 3.469 3.200 3.537
H 2.729 2.461 1.313
*
```

Properties
Energy relative to the best compared isomer or geometry (same formula, charge and spin): 60.7 kcal/mol
<S²>: 0.76
Gap between HOMO and LUMO (spin up / spin down): 5.449 / 3.899 eV
HOMO level (spin up / spin down): -12.2 / -12.2 eV
Lowest unoccupied orbital energy (spin up / spin down): -6.75 / -8.30 eV

Mulliken atomic charge list, values in e, 6 entries:
1 Ir 2.780
2 C -2.084
3 C 0.599
4 N 0.806
5 N -0.994
6 C 0.555



C36H30FeN5OP2S3 | ωB97M-V/def2-TZVPD

```
! wB97M-V def2-TZVPD RIJCOSX def2/J DEFGRID3
* xyz -1 5
Fe -0.529 0.517 -0.169
S -0.921 0.756 1.916
P 0.815 2.252 1.950
C 1.055 1.774 0.193
P 0.346 2.498 -1.249
S -0.415 1.154 -2.522
C -0.955 3.728 -0.904
C -2.283 3.313 -0.793
C -3.287 4.246 -0.589
C -2.972 5.596 -0.501
C -1.655 6.012 -0.618
C -0.646 5.082 -0.823
C 1.524 3.469 -2.270
C 1.063 3.920 -3.508
C 1.916 4.588 -4.367
C 3.242 4.796 -4.002
C 3.701 4.353 -2.774
C 2.842 3.696 -1.901
C -0.204 3.608 2.682
C 0.301 4.014 3.923
C -0.352 4.965 4.686
C -1.518 5.552 4.209
C -2.030 5.152 2.986
C -1.389 4.173 2.236
C 2.363 3.317 1.833
C 3.594 2.482 1.682
C 4.828 3.282 1.383
C 4.790 4.624 1.213
C 3.578 5.347 1.327
C 2.385 4.670 1.621
H -2.520 2.259 -0.855
H -4.314 3.919 -0.486
H -3.757 6.326 -0.341
H -1.413 7.066 -0.552
H 0.386 5.399 -0.911
H 0.035 3.726 -3.793
H 1.557 4.936 -5.328
H 3.918 5.300 -4.682
H 4.735 4.503 -2.489
H 3.211 3.360 -0.944
H 1.222 3.567 4.282
H 0.049 5.255 5.649
H -2.027 6.308 4.796
H -2.942 5.600 2.607
H -1.831 3.839 1.312
H 3.750 1.923 2.622
H 5.741 2.717 1.242
H 5.700 5.164 0.973
H 3.566 6.419 1.177
H 1.462 5.239 1.683
N -1.493 -2.027 -2.350
C -2.440 -1.165 -1.988
S -2.604 -0.638 -0.380
N -3.363 -0.759 -2.894
C -3.268 -0.901 -4.299
C -3.174 -2.161 -4.884
C -3.097 -2.278 -6.264
C -3.123 -1.148 -7.066
C -3.229 0.107 -6.482
C -3.301 0.233 -5.105
H -0.671 -1.968 -1.727
H -1.265 -2.061 -3.336
H -3.907 0.020 -2.559
H -3.177 -3.042 -4.255
H -3.030 -3.262 -6.711
H -3.059 -1.245 -8.142
H -3.236 0.994 -7.102
H -3.351 1.209 -4.639
N 2.069 -1.835 -2.238
C 1.753 -0.892 -1.270
O 0.683 -1.099 -0.606
C 2.603 0.196 -1.092
C 3.823 0.217 -1.797
N 4.787 0.217 -2.439
C 2.425 1.181 -0.006
N 3.490 1.429 0.666
H 1.723 -2.761 -2.050
H 3.014 -1.795 -2.588
*
```

Properties
<S²>: 6.10
Gap between HOMO and LUMO (spin up / spin down): 5.886 / 6.678 eV
HOMO level (spin up / spin down): -3.6 / -4.5 eV
Lowest unoccupied orbital energy (spin up / spin down): 2.27 / 2.15 eV

Mulliken atomic charge list, values in e, 6 entries:
1 Fe -0.210
2 S -0.506
3 P -0.007
4 C 1.488
5 P 2.408
6 S -0.496



C36H30GdN7S2 | ωB97M-V/def2-TZVPD

```
! wB97M-V def2-TZVPD RIJCOSX def2/J DEFGRID3
* xyz 2 8
Gd -0.286 0.042 -0.099
C -3.140 -2.697 1.934
C -2.393 -3.181 3.015
C -1.313 -2.462 3.458
C -0.949 -1.265 2.812
N -1.611 -0.861 1.695
C -2.708 -1.558 1.312
N -0.014 -0.497 3.437
C 0.740 0.411 2.950
N 1.009 0.699 1.610
C 1.721 1.894 1.550
N 2.004 2.591 0.513
C 1.440 2.579 -0.725
C 2.215 3.062 -1.797
C 1.613 3.351 -2.994
C 0.230 3.172 -3.130
C -0.455 2.619 -2.082
N 0.125 2.274 -0.907
C 2.067 2.297 2.918
C 2.790 3.375 3.391
C 2.890 3.508 4.771
C 2.279 2.599 5.634
C 1.545 1.521 5.150
C 1.458 1.391 3.778
H -4.036 -3.196 1.598
H -2.686 -4.091 3.518
H -0.745 -2.752 4.329
H -3.262 -1.150 0.471
H 3.262 3.255 -1.617
H 2.196 3.749 -3.814
H -0.290 3.451 -4.034
H -1.524 2.445 -2.150
H 3.255 4.080 2.717
H 3.450 4.334 5.187
H 2.377 2.739 6.701
H 1.062 0.818 5.814
S -0.963 -2.674 -1.086
C -1.397 -2.531 -2.713
N -2.374 -3.221 -3.250
C -2.683 -3.072 -4.676
C -1.397 -2.936 -5.441
N -0.626 -1.821 -4.890
C 0.089 -0.995 -5.876
C -0.894 -0.188 -6.687
C -1.705 0.753 -6.056
C -2.618 1.490 -6.791
C -2.724 1.295 -8.163
C -1.917 0.363 -8.795
C -1.005 -0.381 -8.057
C -0.606 -1.604 -3.597
S 0.283 -0.349 -2.913
C -3.199 -4.199 -2.522
C -2.907 -5.594 -3.009
C -3.877 -6.319 -3.690
C -3.595 -7.598 -4.152
C -2.343 -8.150 -3.939
C -1.370 -7.428 -3.258
C -1.651 -6.155 -2.792
H -3.327 -2.201 -4.820
H -3.215 -3.967 -4.993
H -1.598 -2.716 -6.488
H -0.805 -3.853 -5.377
H 0.658 -1.675 -6.512
H 0.789 -0.362 -5.339
H -1.612 0.911 -4.987
H -3.245 2.223 -6.301
H -3.433 1.874 -8.738
H -1.993 0.213 -9.863
H -0.371 -1.105 -8.555
H -4.244 -3.937 -2.707
H -2.997 -4.082 -1.461
H -4.860 -5.893 -3.851
H -4.355 -8.161 -4.676
H -2.123 -9.147 -4.296
H -0.397 -7.865 -3.082
H -0.895 -5.600 -2.247
*
```

Properties
Energy relative to the best compared isomer or geometry (same formula, charge and spin): 0.0 kcal/mol
<S²>: 15.90
Gap between HOMO and LUMO (spin up / spin down): 5.330 / 6.904 eV
HOMO level (spin up / spin down): -13.5 / -13.5 eV
Lowest unoccupied orbital energy (spin up / spin down): -8.13 / -6.56 eV

Mulliken atomic charge list, values in e, 6 entries:
1 Gd 1.095
2 C -0.514
3 C -0.484
4 C -0.328
5 C 0.310
6 N -0.223



C36H30GdN7S2 | ωB97M-V/def2-TZVPD

```
! wB97M-V def2-TZVPD RIJCOSX def2/J DEFGRID3
* xyz 2 8
Gd -0.481 0.718 0.311
C -3.325 -1.043 2.748
C -2.546 -1.809 3.626
C -1.319 -2.265 3.216
C -0.807 -1.890 1.958
N -1.567 -1.137 1.113
C -2.813 -0.764 1.511
N 0.418 -2.377 1.613
C 1.296 -1.873 0.824
N 1.261 -0.609 0.254
C 2.248 -0.539 -0.713
N 2.371 0.394 -1.589
C 1.449 1.329 -1.948
C 1.913 2.532 -2.515
C 1.018 3.453 -2.994
C -0.351 3.154 -2.985
C -0.752 1.965 -2.439
N 0.108 1.075 -1.876
C 3.113 -1.716 -0.586
C 4.297 -2.062 -1.203
C 4.876 -3.277 -0.844
C 4.280 -4.110 0.096
C 3.084 -3.759 0.717
C 2.514 -2.554 0.365
H -4.311 -0.700 3.024
H -2.920 -2.058 4.609
H -0.703 -2.900 3.838
H -3.423 -0.268 0.759
H 2.982 2.682 -2.572
H 1.366 4.392 -3.405
H -1.073 3.829 -3.422
H -1.793 1.658 -2.481
H 4.763 -1.414 -1.932
H 5.809 -3.573 -1.305
H 4.757 -5.047 0.349
H 2.625 -4.400 1.458
S 0.570 3.301 0.794
C 1.066 3.458 2.399
N 1.940 4.388 2.727
C 2.312 4.594 4.126
C 1.115 4.346 5.007
N 0.565 3.021 4.727
C -0.078 2.344 5.862
C -1.425 2.963 6.189
C -2.436 3.016 5.231
C -3.665 3.574 5.542
C -3.900 4.080 6.814
C -2.900 4.024 7.771
C -1.665 3.473 7.458
C 0.526 2.574 3.487
S -0.067 1.041 3.112
C 2.600 5.210 1.707
C 1.679 6.213 1.079
C 0.681 6.931 1.890
C -0.072 7.925 1.325
C 0.100 8.249 -0.026
C 1.074 7.514 -0.843
C 1.826 6.521 -0.286
H 2.647 5.621 4.252
H 3.141 3.928 4.380
H 0.345 5.106 4.842
H 1.410 4.389 6.052
H 0.586 2.448 6.720
H -0.170 1.286 5.633
H -2.270 2.605 4.244
H -4.443 3.611 4.791
H -4.861 4.515 7.055
H -3.078 4.412 8.765
H -0.893 3.427 8.218
H 2.998 4.559 0.926
H 3.441 5.716 2.196
H 0.545 6.697 2.939
H -0.795 8.459 1.925
H -0.482 9.046 -0.464
H 1.208 7.758 -1.887
H 2.550 5.984 -0.886
*
```

Properties
Energy relative to the best compared isomer or geometry (same formula, charge and spin): 110.9 kcal/mol
<S²>: 16.10
Gap between HOMO and LUMO (spin up / spin down): 5.803 / 3.758 eV
HOMO level (spin up / spin down): -11.3 / -13.3 eV
Lowest unoccupied orbital energy (spin up / spin down): -5.54 / -9.54 eV

Mulliken atomic charge list, values in e, 6 entries:
1 Gd 0.478
2 C -0.686
3 C -0.499
4 C -0.254
5 C 0.305
6 N -0.282



C36H30GeN3O3S5Ti | ωB97M-V/def2-TZVPD

```
! wB97M-V def2-TZVPD RIJCOSX def2/J DEFGRID3
* xyz -2 2
Ti -0.757 -1.253 0.868
S -1.581 -1.597 5.282
C -1.317 -1.654 3.645
S -2.601 -1.857 2.495
S 0.322 -1.511 3.003
N -0.620 -3.489 0.810
C -1.281 -4.262 -0.227
C -0.766 -5.490 -0.629
C -1.430 -6.244 -1.583
C -2.617 -5.776 -2.141
C -3.117 -4.544 -1.754
C -2.445 -3.784 -0.802
S -3.512 -6.844 -3.279
O -3.814 -8.015 -2.469
O -4.675 -6.063 -3.674
O -2.564 -7.102 -4.355
H 0.359 -3.734 0.864
H -1.041 -3.721 1.706
H 0.156 -5.849 -0.185
H -1.049 -7.208 -1.901
H -4.036 -4.196 -2.208
H -2.831 -2.819 -0.500
C 0.262 -1.284 -0.749
Ge 1.840 -0.267 -0.393
C 1.515 1.540 0.375
C 1.417 2.611 -0.518
C 1.056 3.884 -0.088
C 0.783 4.115 1.253
C 0.892 3.069 2.160
C 1.258 1.800 1.725
C 3.057 -1.281 0.802
C 3.251 -2.630 0.490
C 4.076 -3.437 1.263
C 4.712 -2.909 2.382
C 4.520 -1.575 2.714
C 3.706 -0.768 1.924
C 3.048 0.266 -1.866
C 4.227 0.938 -1.534
C 5.086 1.403 -2.520
C 4.780 1.200 -3.862
C 3.616 0.527 -4.208
C 2.758 0.066 -3.214
H 0.259 -1.920 -1.638
H 1.629 2.452 -1.570
H 0.989 4.696 -0.806
H 0.480 5.099 1.594
H 0.681 3.237 3.210
H 1.333 1.006 2.455
H 2.738 -3.055 -0.370
H 4.218 -4.480 0.999
H 5.349 -3.536 2.995
H 4.996 -1.162 3.597
H 3.568 0.274 2.195
H 4.471 1.098 -0.487
H 5.994 1.927 -2.243
H 5.446 1.567 -4.633
H 3.374 0.364 -5.252
H 1.847 -0.458 -3.489
S -4.643 3.857 -0.341
C -3.472 2.586 0.020
C -2.745 1.968 -1.014
C -1.852 0.973 -0.728
N -1.605 0.504 0.555
C -2.277 1.182 1.564
C -3.187 2.170 1.339
C -3.882 5.250 0.483
C -2.719 5.826 -0.014
C -2.131 6.862 0.693
N -2.609 7.344 1.843
C -3.721 6.780 2.311
C -4.395 5.747 1.672
H -2.878 2.278 -2.043
H -1.272 0.497 -1.499
H -2.051 0.890 2.578
H -3.679 2.633 2.185
H -2.279 5.455 -0.931
H -1.227 7.335 0.321
H -4.087 7.169 3.257
H -5.302 5.330 2.090
*
```

Properties
Energy relative to the best compared isomer or geometry (same formula, charge and spin): 14.0 kcal/mol
<S²>: 0.77
Gap between HOMO and LUMO (spin up / spin down): 4.991 / 6.792 eV
HOMO level (spin up / spin down): -1.3 / -3.2 eV
Lowest unoccupied orbital energy (spin up / spin down): 3.65 / 3.61 eV

Mulliken atomic charge list, values in e, 6 entries:
1 Ti -0.655
2 S -0.324
3 C 0.224
4 S -0.401
5 S -0.317
6 N -0.075



E_tot in eV, matching the order above: -82466.0682, -258834.1485, -132789.1334, -90743.9331, -90739.1223, -182241.6540